(1)
DFT (ωB97M-V/def2-TZVPD) results for a 2-piece molecular cluster, CH3Br overall in a non-equilibrium geometry.

- Energy: -2613.77326 hartree
- Lowest unoccupied orbital energy (alpha / beta): -0.432 / -0.431 eV
- ΔE to the lowest compared entry with this formula, charge and spin: 77.9 kcal/mol
- Multiplicity: 1

Bonds (Å) are listed after each position.
Atoms and positions in Å:
1 C 0.0287 -0.1430 -0.0594  Br2 1.865, H4 1.151, H5 1.080
2 Br -1.8135 0.1469 -0.0140  C1 1.865
3 H 1.1568 1.4049 0.2615  no bonds
4 H 0.1618 -0.9065 0.7913  C1 1.151
5 H 0.4662 -0.5023 -0.9795  C1 1.080

Partial atomic charges computed with the natural (NBO) method, in multiples of e: -0.58, 0.08, 0.08, 0.22, 0.20

---

(2)
DFT (ωB97M-V/def2-TZVPD) results for a 2-piece molecular cluster, C19H24FN3O5P overall.

- Energy: -1719.78796 hartree
- Lowest unoccupied orbital energy: -4.587 eV
- Multiplicity: 1
- Net charge: +1

Bonds (Å) are listed after each position.
Atoms and positions in Å:
1 C -3.0326 1.3991 3.4010  C2 1.534, H22 1.084, H23 1.086, H24 1.087
2 C -2.4453 0.1684 2.6973  C1 1.534, P3 1.831, H25 1.088, H26 1.091
3 P -3.1742 -0.0674 1.0342  C2 1.831, C4 1.850, C6 1.848
4 C -2.5445 -1.7207 0.4924  P3 1.850, C5 1.537, H27 1.087, H28 1.090
5 C -3.2526 -2.2389 -0.7699  C4 1.537, H29 1.088, H30 1.085, H31 1.084
6 C -2.2955 1.0648 -0.1323  P3 1.848, C7 1.329, C20 1.495
7 C -1.0680 1.5718 -0.0777  C6 1.329, O8 1.415, C11 1.496
8 O -0.1607 1.2368 0.9554  C7 1.415, C9 1.307
9 C -0.1022 2.1713 1.8667  O8 1.307, N10 1.146
10 N -0.0859 3.0087 2.6493  C9 1.146
11 C -0.4466 2.4910 -1.0817  C7 1.496, O12 1.217, C13 1.467
12 O 0.7548 2.6709 -1.0143  C11 1.217
13 C -1.3292 3.0863 -2.0917  C11 1.467, C14 1.509, C18 1.340
14 C -0.9227 4.1724 -3.0573  C13 1.509, C15 1.508, H32 1.088, H33 1.089
15 C 0.4403 4.7738 -2.8226  C14 1.508, O16 1.191, O17 1.367
16 O 0.6273 5.8103 -2.2661  C15 1.191
17 O 1.4401 4.0421 -3.4000  C15 1.367, H34 0.964
18 C -2.5713 2.5885 -2.1585  C13 1.340, F19 1.332, C20 1.492
19 F -3.4378 3.0446 -3.0616  C18 1.332
20 C -3.1096 1.4821 -1.3151  C6 1.495, C18 1.492, O21 1.200
21 O -4.1477 0.9535 -1.6019  C20 1.200
22 H -2.9449 2.3026 2.8077  C1 1.084
23 H -4.0731 1.2082 3.6480  C1 1.086
24 H -2.5108 1.5208 4.3467  C1 1.087
25 H -1.3581 0.1709 2.7493  C2 1.088
26 H -2.7679 -0.7126 3.2537  C2 1.091
27 H -2.7204 -2.3706 1.3457  C4 1.087
28 H -1.4668 -1.6458 0.3484  C4 1.090
29 H -2.5143 -2.5570 -1.5031  C5 1.088
30 H -3.8419 -3.1170 -0.5261  C5 1.085
31 H -3.8976 -1.4975 -1.2285  C5 1.084
32 H -1.6538 4.9752 -2.9953  C14 1.088
33 H -0.9632 3.7949 -4.0782  C14 1.089
34 H 2.0461 3.7593 -2.7051  O17 0.964
35 C 4.8550 -4.5544 0.7016  C36 1.516, H43 1.090, H44 1.087, H45 1.090
36 C 3.3520 -4.5368 0.5040  C35 1.516, N37 1.474, H46 1.090, H47 1.088
37 N 2.8254 -3.1832 0.2524  C36 1.474, C38 1.376, C41 1.329
38 C 1.6292 -2.9105 -0.3709  N37 1.376, C39 1.355, H48 1.075
39 C 1.4892 -1.5632 -0.3883  C38 1.355, N40 1.373, H49 1.075
40 N 2.5980 -1.0352 0.2253  C39 1.373, C41 1.329, C42 1.466
41 C 3.3892 -2.0329 0.6059  N37 1.329, N40 1.329, H50 1.075
42 C 2.8758 0.3897 0.4294  N40 1.466, H51 1.087, H52 1.088, H53 1.083
43 H 5.1538 -3.9972 1.5899  C35 1.090
44 H 5.1881 -5.5806 0.8336  C35 1.087
45 H 5.3715 -4.1321 -0.1609  C35 1.090
46 H 2.8408 -4.9342 1.3806  C36 1.090
47 H 3.0745 -5.1469 -0.3532  C36 1.088
48 H 1.0058 -3.7084 -0.7332  C38 1.075
49 H 0.7197 -0.9184 -0.7732  C39 1.075
50 H 4.3283 -1.9156 1.1160  C41 1.075
51 H 3.7948 0.6522 -0.0892  C42 1.087
52 H 2.9810 0.5910 1.4929  C42 1.088
53 H 2.0587 0.9756 0.0282  C42 1.083

Partial atomic charges computed with the natural (NBO) method, in multiples of e: -0.61, -0.72, 0.85, -0.69, -0.63, -0.38, 0.28, -0.51, 0.51, -0.34, 0.48, -0.53, -0.16, -0.55, 0.80, -0.51, -0.72, 0.45, -0.28, 0.45, -0.42, 0.21, 0.22, 0.23, 0.21, 0.24, 0.24, 0.19, 0.20, 0.23, 0.24, 0.27, 0.26, 0.51, -0.63, -0.21, -0.28, -0.04, -0.04, -0.28, 0.25, -0.42, 0.22, 0.26, 0.23, 0.23, 0.23, 0.25, 0.25, 0.25, 0.23, 0.23, 0.26